1.
{
  "formula": "C12H27ClIN2OP2V",
  "method": "ωB97M-V/def2-TZVPD",
  "relative_energy_ev": 4.140,
  "lumo_energy_ev": [-8.72, -8.05],
  "spin_multiplicity": 3,
  "orbital_gap_ha": [0.2249, 0.2506],
  "charge": 2,
  "elements": ["C", "C", "H", "H", "H", "O", "I", "V", "P", "C", "C", "H", "H", "H", "H", "H", "H", "C", "H", "H", "H", "P", "C", "C", "H", "H", "H", "C", "H", "H", "H", "H", "H", "H", "Cl", "C", "C", "N", "C", "C", "N", "H", "H", "H", "H", "H", "H"],
  "coordinates": [[0.7416, 0.6627, -2.3985], [1.6288, 0.5031, -1.1392], [0.7123, 1.7499, -2.5315], [-0.3352, 0.4973, -2.2128], [1.0673, 0.1788, -3.3331], [1.6258, 1.5865, -0.4859], [1.2757, -2.1723, 1.4637], [-0.7731, -0.5573, -0.0901], [2.5270, -0.9835, -0.5189], [3.3106, 0.0930, 0.7495], [3.5526, -2.6420, -0.1819], [4.6265, -2.5460, -0.3679], [4.6012, -1.1606, -1.7923], [3.0868, -3.3673, -0.8551], [3.1003, -1.3938, -2.7567], [3.1533, -0.3218, 1.7462], [3.4852, -2.9412, 0.8662], [3.5935, -0.7802, -1.9910], [4.3777, 0.0796, 0.5103], [3.6080, 0.2960, -2.2168], [2.8969, 1.1166, 0.6578], [-2.9441, -0.8712, -0.1678], [-3.7324, 0.0074, 1.1785], [-3.5220, -0.2374, -1.7608], [-2.6428, -3.1162, -0.8496], [-4.2832, -2.9539, -0.1018], [-2.8138, -3.0029, 0.9131], [-3.2346, -2.6747, -0.0406], [-3.0429, -0.8479, -2.5391], [-4.5889, -0.1848, -1.9590], [-4.8006, -0.1789, 1.3040], [-3.5326, 1.0674, 1.0025], [-3.0960, 0.7711, -1.8570], [-3.1970, -0.3104, 2.0797], [-0.8079, -1.9803, -2.0182], [-1.4901, 2.8476, 0.3723], [-0.7206, 2.1664, 1.4304], [-0.3544, 0.8915, 1.5127], [0.3560, 0.7571, 2.6934], [0.5017, 1.9858, 3.2978], [-0.2646, 2.8729, 2.5155], [-2.3589, 3.3525, 0.8471], [-0.8560, 3.5855, -0.1555], [-1.8483, 2.1313, -0.3906], [0.7002, -0.2514, 2.9304], [1.1208, 2.3956, 4.0695], [-0.4095, 3.8805, 2.5707]],
  "forces_ev_per_a": [[0.635, 0.931, -0.357], [-4.386, 4.506, 0.473], [0.462, -0.158, -0.324], [0.382, -0.526, -0.072], [-0.367, -0.178, 0.591], [0.183, -3.456, -1.930], [-3.998, -0.367, 0.156], [4.442, -0.538, 0.478], [5.689, -0.659, 1.769], [0.794, -0.044, 0.154], [-0.216, -0.286, -0.290], [-0.313, 0.370, -0.503], [-0.383, 0.289, -0.164], [0.267, -0.213, 0.275], [0.366, 0.398, -0.338], [0.276, 0.271, -0.214], [-0.195, 0.079, -0.399], [-0.473, 0.714, -0.357], [-0.014, 0.132, 0.149], [0.308, -0.375, -0.706], [0.772, -0.949, 0.604], [-3.808, -1.496, -0.511], [0.322, 0.116, 0.372], [0.730, 0.167, -0.510], [-0.426, -0.100, 0.258], [-0.106, 0.146, -0.001], [-0.104, -0.093, -0.008], [0.452, 0.406, 0.008], [-0.284, 0.171, 0.231], [-0.170, -0.082, 0.462], [0.094, -0.038, -0.206], [-0.245, -0.028, 0.231], [-0.248, -0.018, -0.129], [-0.234, 0.191, 0.103], [0.543, 0.685, 1.463], [-0.341, 0.198, -0.445], [0.440, 1.086, 1.334], [-1.134, -0.014, -0.817], [0.700, 0.351, 0.654], [-0.926, 0.003, -1.267], [0.135, -1.721, -1.593], [0.422, -0.193, -0.590], [-0.391, -0.253, 0.287], [0.020, 0.308, 0.312], [0.049, 1.078, 0.426], [-0.089, -0.374, 0.519], [0.366, -0.439, 0.423]]
}


2.
{
  "formula": "C12H27N3NbOS2",
  "method": "ωB97M-V/def2-TZVPD",
  "relative_energy_ev": 0.528,
  "lumo_energy_ev": 2.56,
  "orbital_gap_ha": 0.2669,
  "charge": -1,
  "elements": ["C", "C", "N", "Nb", "C", "C", "N", "C", "C", "C", "S", "C", "S", "N", "C", "C", "O", "C", "C", "H", "H", "H", "H", "H", "H", "H", "H", "H", "H", "H", "H", "H", "H", "H", "H", "H", "H", "H", "H", "H", "H", "H", "H", "H", "H", "H"],
  "coordinates": [[2.1668, 3.4125, 0.0449], [2.1938, 2.5307, 1.2809], [1.5644, 1.2179, 1.0858], [2.6509, -0.4253, 0.3577], [1.1231, -1.0931, -1.2497], [1.6467, -1.2450, -2.6324], [0.8851, -1.2245, -3.6559], [1.8780, -2.0968, 1.6917], [0.8708, -1.7173, 2.7877], [-0.5682, -2.0161, 2.4126], [-1.1972, -0.7438, 1.3128], [-2.4233, -1.5145, 0.3543], [-2.5752, -3.1312, 0.1984], [-3.2498, -0.6615, -0.3991], [-2.7074, -0.3626, -1.7332], [-1.6946, 0.7498, -1.7056], [-2.1929, 1.9417, -1.0959], [-3.4770, 1.8344, -0.5288], [-3.7289, 0.5634, 0.2651], [2.9513, 3.1474, -0.6543], [1.2121, 3.2923, -0.4636], [2.2494, 4.4621, 0.3163], [1.6485, 3.0694, 2.0638], [3.2065, 2.3980, 1.6436], [0.7472, 1.3669, 0.4979], [3.2498, 0.6064, -1.0513], [4.1580, -0.0239, 1.3535], [3.7458, -1.6772, -0.4307], [0.6850, -2.0336, -0.9201], [0.3130, -0.3658, -1.3221], [2.7227, -1.3407, -2.7579], [1.4478, -1.3143, -4.5013], [2.7656, -2.5020, 2.1808], [1.4514, -2.9179, 1.1179], [1.0542, -2.3415, 3.6650], [0.9680, -0.6867, 3.1234], [-1.1936, -1.9962, 3.3021], [-0.6526, -2.9965, 1.9663], [-3.5274, -0.1195, -2.4037], [-2.2244, -1.2490, -2.1305], [-0.8014, 0.4423, -1.1697], [-1.3933, 0.9767, -2.7265], [-3.5755, 2.6688, 0.1600], [-4.2462, 1.9757, -1.2914], [-3.3162, 0.6601, 1.2610], [-4.8106, 0.4802, 0.3803]],
  "forces_ev_per_a": [[-0.050, -0.069, -0.054], [-0.707, 0.138, 0.436], [1.683, -0.249, -1.177], [-2.193, 0.702, 1.918], [1.079, 0.148, -0.185], [-0.197, -0.066, -0.255], [-0.148, 0.155, -0.098], [-0.209, 0.040, -0.554], [0.216, -0.354, 0.096], [0.033, 0.210, 0.358], [-0.203, 0.240, 0.039], [0.015, -0.492, -0.012], [-0.076, -0.269, -0.124], [0.394, 0.776, 0.205], [-0.069, -0.406, -0.160], [-0.192, 0.338, -0.114], [0.041, 0.120, 0.260], [0.089, 0.169, -0.055], [-0.287, -0.082, -0.153], [0.107, -0.086, -0.151], [-0.150, 0.004, -0.120], [0.162, 0.187, 0.035], [-0.016, 0.039, 0.225], [0.198, -0.076, 0.035], [-0.326, -0.117, 0.201], [-0.021, -0.486, -0.240], [0.389, -0.044, -0.376], [0.190, 0.312, -0.052], [-0.049, -0.201, 0.074], [0.606, -0.517, 0.135], [0.182, -0.162, 0.092], [0.005, -0.006, -0.035], [0.318, 0.046, -0.065], [0.069, -0.258, -0.059], [0.041, -0.013, 0.224], [0.041, 0.202, 0.015], [-0.185, 0.007, 0.088], [-0.062, -0.091, -0.328], [-0.203, 0.047, -0.059], [0.036, -0.192, -0.038], [-0.528, 0.337, 0.107], [0.080, 0.061, -0.152], [-0.024, 0.205, 0.060], [-0.099, -0.136, -0.214], [0.216, -0.073, 0.125], [-0.194, -0.036, 0.100]]
}


3.
{
  "formula": "C12H27N5O7Sr",
  "method": "ωB97M-V/def2-TZVPD",
  "relative_energy_ev": 3.039,
  "lumo_energy_ev": [-1.64, -1.97],
  "orbital_gap_ha": [0.1841, 0.1720],
  "charge": 0,
  "elements": ["O", "H", "Sr", "N", "N", "N", "N", "O", "O", "O", "O", "C", "C", "C", "C", "C", "H", "H", "H", "C", "H", "H", "H", "C", "C", "H", "H", "H", "H", "H", "H", "H", "H", "C", "H", "H", "H", "O", "H", "H", "C", "N", "C", "C", "O", "H", "H", "H", "H", "H", "H", "H"],
  "coordinates": [[0.8378, -1.7850, -5.3267], [0.4093, -0.9613, -5.7371], [0.1038, 0.0286, -1.5802], [-0.0202, 2.0236, 0.0963], [1.7729, 2.1925, -1.7478], [-1.1510, -1.3201, 0.3805], [-0.9521, -2.5326, -1.8634], [-0.9305, 1.8328, 1.0105], [-1.1638, -0.7120, 1.6409], [-1.0842, -2.9611, -3.0480], [2.6418, 2.1963, -2.6488], [1.6741, 3.2910, -0.9089], [0.6895, 3.1831, 0.0952], [-1.6906, -2.5442, 0.3826], [-1.6165, -3.2125, -0.8813], [0.4495, 4.2909, 1.0410], [1.3421, 4.4989, 1.6453], [-0.3882, 4.0789, 1.7077], [0.2250, 5.2067, 0.4808], [2.5113, 4.5008, -1.0753], [3.1866, 4.3475, -1.9294], [3.1078, 4.7215, -0.1719], [1.8811, 5.3891, -1.2606], [-2.3852, -3.2094, 1.5144], [-2.4255, -4.3656, -1.3062], [-2.2615, -2.6252, 2.4295], [-1.9930, -4.2345, 1.6361], [-3.4549, -3.3036, 1.2527], [-1.8395, -5.0196, -1.9477], [-3.2522, -4.0236, -1.9364], [-2.8201, -4.9181, -0.4605], [-1.1071, 0.2838, 1.3749], [0.1220, -1.8942, -4.6880], [-1.7438, 1.1038, -2.1602], [-1.2302, 2.0994, -2.1893], [-2.3659, 0.8324, -1.2898], [-2.1920, 0.7015, -3.0877], [-3.3384, 3.2564, 0.2733], [-4.0875, 2.6764, 0.2478], [-2.6479, 2.6335, 0.5079], [2.8644, -2.5240, 2.1374], [2.2410, -1.2174, 2.3237], [1.9948, -0.7562, 3.6881], [1.8468, -0.4585, 1.2955], [1.8545, -0.8450, 0.0998], [3.1888, -2.8541, 3.1290], [3.7414, -2.4694, 1.4773], [2.1554, -3.2644, 1.7380], [2.4707, 0.2288, 3.8348], [0.9092, -0.6579, 3.8425], [2.4201, -1.4949, 4.3749], [1.4997, 0.5665, 1.5869]],
  "forces_ev_per_a": [[-1.577, 2.700, -0.699], [1.495, -1.581, 0.127], [3.598, -3.233, 1.510], [-0.045, 0.255, 0.570], [0.023, 0.390, 0.017], [-1.290, -1.743, 0.519], [-0.746, -0.373, 1.864], [0.638, 0.795, -0.441], [0.157, 1.582, -0.049], [0.167, 0.081, -0.858], [-0.216, 0.324, 0.393], [-0.127, -0.935, -0.474], [-0.537, -1.067, -0.277], [1.386, 2.332, -0.874], [1.195, 1.335, -2.251], [-0.205, 0.486, 0.452], [-0.142, -0.062, -0.104], [0.127, -0.065, -0.134], [0.022, -0.103, 0.131], [0.430, 0.395, -0.205], [-0.206, 0.136, 0.334], [-0.219, -0.156, -0.340], [0.234, -0.334, 0.024], [-0.030, -0.038, 0.348], [-0.303, -0.320, 0.011], [-0.148, -0.248, -0.126], [-0.153, 0.449, 0.067], [0.386, 0.066, 0.236], [0.081, -0.140, 0.024], [-0.130, -0.060, -0.002], [-0.100, -0.169, 0.040], [-0.160, -1.533, 0.727], [-0.067, -1.322, 0.767], [-4.266, 2.495, -1.449], [-0.535, -1.025, 0.086], [0.724, 0.254, -0.140], [0.654, 0.223, 0.322], [0.216, 0.223, -0.200], [-0.986, -0.182, -0.077], [0.813, 0.001, 0.331], [-0.125, -0.255, -0.087], [0.203, 0.228, -0.249], [-0.197, 0.464, -0.184], [-0.133, -0.549, -0.971], [0.081, 0.845, 1.402], [0.020, -0.064, -0.337], [-0.362, 0.075, 0.103], [0.196, 0.278, 0.016], [-0.163, -0.423, 0.170], [0.368, -0.089, 0.168], [-0.197, 0.403, -0.061], [0.154, -0.744, -0.174]]
}


4.
{
  "formula": "C12H27NOPTi",
  "method": "ωB97M-V/def2-TZVPD",
  "lumo_energy_ev": -4.97,
  "orbital_gap_ha": 0.1777,
  "charge": 1,
  "elements": ["C", "C", "P", "C", "N", "C", "C", "C", "C", "C", "C", "C", "C", "O", "C", "H", "H", "H", "H", "H", "H", "H", "H", "H", "H", "H", "H", "H", "H", "H", "H", "H", "H", "H", "H", "H", "H", "H", "H", "H", "H", "H", "Ti"],
  "coordinates": [[-1.3789, 3.4397, -0.3739], [0.0737, 3.7081, 0.0477], [0.8477, 2.3194, 0.9036], [2.0512, 3.0310, 2.0565], [1.3776, 1.3464, -0.1840], [1.8198, -0.0129, -0.0101], [1.3106, -0.4094, 1.3668], [1.0415, -1.8798, 1.6646], [1.2446, -2.9558, 0.5862], [-0.0850, -3.5385, 0.0885], [-0.8766, -2.7201, -0.9334], [-1.5752, -1.4843, -0.3565], [-2.4392, -0.7263, -1.3803], [-1.9144, -0.7719, -2.6758], [-0.9524, 0.2325, -2.9381], [-1.3972, 2.9104, -1.3275], [-1.9137, 2.8287, 0.3534], [-1.9118, 4.3764, -0.5252], [0.1650, 4.6076, 0.6581], [0.6925, 3.8373, -0.8438], [1.5333, 3.7334, 2.7138], [2.5161, 2.2668, 2.6793], [2.8046, 3.5706, 1.4793], [2.9031, -0.1831, -0.0232], [1.4086, -0.6109, -0.8293], [1.9710, 0.0013, 2.1350], [0.4001, 0.2062, 1.4431], [1.5879, -2.1384, 2.5730], [-0.0353, -2.0117, 1.9152], [1.8507, -2.5729, -0.2324], [1.7949, -3.7925, 1.0188], [-0.7412, -3.7024, 0.9532], [0.1198, -4.5254, -0.3309], [-1.6746, -3.3689, -1.3083], [-0.2795, -2.4552, -1.8070], [-2.2726, -1.8119, 0.4379], [-0.8541, -0.7727, 0.0816], [-3.4367, -1.1685, -1.4183], [-2.5643, 0.3155, -1.0565], [-1.4430, 1.1841, -3.1711], [-0.3677, -0.0928, -3.7949], [-0.2829, 0.3988, -2.0849], [-1.1184, -0.6079, 2.4499]],
  "forces_ev_per_a": [[0.157, -0.032, -0.284], [-0.326, 0.045, -0.110], [-0.327, 0.411, -0.128], [-0.214, 0.098, 0.492], [0.419, -0.271, -0.569], [-0.335, 0.463, 0.094], [0.262, -1.824, 0.420], [0.702, 0.298, 0.380], [-0.372, -0.221, 0.121], [0.077, 0.064, -0.330], [-0.296, -0.127, 0.248], [-0.003, 0.165, 0.130], [-0.242, 0.182, 0.064], [0.026, -0.094, -0.068], [0.051, 0.092, 0.116], [0.004, -0.061, 0.081], [-0.054, 0.125, 0.093], [-0.039, -0.006, 0.085], [-0.030, -0.086, 0.094], [0.038, 0.140, 0.094], [0.058, -0.013, -0.024], [0.069, 0.031, -0.133], [0.036, -0.078, -0.008], [0.045, 0.378, -0.135], [-0.063, -0.108, 0.191], [-0.016, -0.005, -0.143], [-0.482, 0.167, 0.185], [-0.081, -0.170, -0.067], [-0.186, -0.798, 0.245], [-0.031, -0.037, -0.085], [0.115, 0.175, 0.076], [0.103, -0.190, 0.045], [-0.080, 0.053, -0.051], [0.050, 0.062, -0.117], [0.080, 0.075, 0.115], [0.077, -0.016, 0.093], [0.151, -0.012, -0.187], [0.078, -0.109, -0.094], [-0.049, -0.021, 0.034], [0.010, -0.037, -0.028], [-0.003, 0.047, -0.035], [0.023, -0.042, -0.048], [0.596, 1.286, -0.853]]
}


Number 1: E -82780.200 eV. Number 2: E -42614.993 eV. Number 3: E -35492.795 eV. Number 4: E -48809.606 eV.